{
  "formula": "C64H152BrN9O21",
  "method": "ωB97M-V with the def2-TZVPD basis set",
  "homo_lumo_gap_ev": 8.10,
  "e_homo_ev": -7.8,
  "species": ["C", "C", "N", "C", "C", "C", "C", "C", "O", "C", "H", "H", "H", "H", "H", "H", "H", "H", "H", "H", "H", "H", "H", "H", "H", "H", "H", "H", "H", "H", "C", "C", "N", "C", "C", "C", "C", "C", "O", "C", "H", "H", "H", "H", "H", "H", "H", "H", "H", "H", "H", "H", "H", "H", "H", "H", "H", "H", "H", "H", "C", "C", "N", "C", "C", "C", "C", "C", "O", "C", "H", "H", "H", "H", "H", "H", "H", "H", "H", "H", "H", "H", "H", "H", "H", "H", "H", "H", "H", "H", "C", "C", "N", "C", "C", "C", "C", "C", "O", "C", "H", "H", "H", "H", "H", "H", "H", "H", "H", "H", "H", "H", "H", "H", "H", "H", "H", "H", "H", "H", "C", "C", "N", "C", "C", "C", "C", "C", "O", "C", "H", "H", "H", "H", "H", "H", "H", "H", "H", "H", "H", "H", "H", "H", "H", "H", "H", "H", "H", "H", "C", "C", "N", "C", "C", "C", "C", "C", "O", "C", "H", "H", "H", "H", "H", "H", "H", "H", "H", "H", "H", "H", "H", "H", "H", "H", "H", "H", "H", "H", "C", "C", "N", "C", "C", "C", "C", "C", "O", "C", "H", "H", "H", "H", "H", "H", "H", "H", "H", "H", "H", "H", "H", "H", "H", "H", "H", "H", "H", "H", "N", "O", "O", "O", "N", "O", "O", "O", "C", "C", "O", "O", "H", "H", "H", "C", "C", "O", "O", "H", "H", "H", "C", "C", "O", "O", "H", "H", "H", "C", "C", "O", "O", "H", "H", "H", "Br"],
  "positions_angstrom": [[-3.39130, -0.76665, -5.96572], [-3.82789, 0.54011, -6.53255], [-4.62218, 1.41533, -5.54064], [-4.80446, 2.72949, -6.28425], [-5.85613, 0.74125, -4.95458], [-7.05163, 0.48046, -5.96818], [-3.77626, 1.61883, -4.34669], [-3.92408, 2.97904, -3.67037], [-5.20273, 3.18698, -3.09686], [-5.02555, 4.37699, -2.30574], [-2.43661, -0.57381, -5.46547], [-3.32820, -1.45521, -6.78059], [-3.95757, -1.30593, -5.23082], [-4.50941, 0.34414, -7.32935], [-3.06712, 1.20016, -6.96092], [-5.36638, 3.42039, -5.67461], [-5.45754, 2.64627, -7.18279], [-3.79139, 3.18600, -6.38643], [-6.22194, 1.40273, -4.10455], [-5.36452, -0.15400, -4.54616], [-7.31696, 1.36874, -6.52646], [-7.96755, 0.37140, -5.39916], [-6.96474, -0.33352, -6.68167], [-2.72750, 1.54253, -4.74894], [-3.95433, 0.79935, -3.65314], [-3.50021, 3.76924, -4.38781], [-3.27926, 3.00551, -2.82672], [-4.17583, 4.19458, -1.52693], [-5.92768, 4.60141, -1.72821], [-4.77091, 5.22737, -2.91931], [1.90798, -5.75927, -1.48890], [0.75784, -5.87747, -2.41591], [-0.08390, -4.62315, -2.61835], [-0.34710, -3.80358, -1.34580], [0.68651, -3.74882, -3.57191], [-0.27289, -2.69738, -4.25184], [-1.46166, -4.84057, -3.30656], [-2.31802, -5.99743, -2.75944], [-2.17564, -7.11036, -3.70907], [-3.10419, -8.11497, -3.39958], [2.71282, -5.10399, -1.85099], [2.27684, -6.82023, -1.41203], [1.60865, -5.60291, -0.47453], [0.08720, -6.61117, -1.90938], [1.14226, -6.21346, -3.39219], [-1.13408, -4.29244, -0.77946], [-0.80710, -2.85109, -1.62203], [0.53356, -3.63913, -0.74537], [1.23738, -4.37754, -4.32285], [1.42792, -3.25955, -2.92422], [-1.04734, -2.30757, -3.48586], [-0.78122, -3.07851, -5.14838], [0.36540, -1.87214, -4.61292], [-1.26541, -4.95198, -4.36338], [-1.89993, -3.86179, -3.17874], [-3.34129, -5.64615, -2.87461], [-2.15520, -6.32035, -1.73807], [-2.97445, -9.04482, -3.97075], [-4.15028, -7.71246, -3.54126], [-2.98990, -8.33761, -2.31780], [-4.72033, -2.58455, 4.11353], [-3.32386, -2.71432, 3.48199], [-3.10927, -3.96750, 2.55292], [-3.87570, -5.16408, 3.07609], [-3.61446, -3.56111, 1.17558], [-3.85113, -4.78585, 0.26171], [-1.54302, -4.20892, 2.43319], [-0.92931, -5.16385, 3.37596], [-1.17000, -4.79078, 4.77811], [-0.51074, -5.56676, 5.73003], [-5.51329, -2.63906, 3.35096], [-4.88316, -1.62718, 4.58225], [-4.80044, -3.26817, 4.91490], [-2.54313, -2.69498, 4.23335], [-3.09051, -1.88947, 2.81185], [-4.96781, -4.92619, 2.98168], [-3.68259, -5.30704, 4.11364], [-3.53343, -6.00789, 2.50810], [-2.82708, -2.88161, 0.74326], [-4.48337, -2.90097, 1.36305], [-4.89189, -5.01321, 0.28866], [-3.36625, -5.66671, 0.58967], [-3.55545, -4.56058, -0.77201], [-1.15614, -3.21961, 2.46762], [-1.36431, -4.69108, 1.44563], [0.16118, -5.21461, 3.20331], [-1.29545, -6.20897, 3.18864], [0.47475, -5.29304, 5.93107], [-0.31539, -6.58908, 5.34631], [-1.18233, -5.67447, 6.60707], [4.75995, 1.52686, -2.99109], [3.46564, 2.40206, -3.03386], [3.51172, 3.74760, -3.81770], [3.47949, 3.51916, -5.19851], [2.24645, 4.43161, -3.44836], [1.87229, 5.59123, -4.34469], [4.71314, 4.62952, -3.53397], [4.91543, 4.79207, -1.97548], [6.08900, 5.50397, -1.79329], [6.51543, 5.46283, -0.44728], [5.65489, 2.02041, -3.30985], [4.54574, 0.61769, -3.50884], [4.86724, 1.15777, -2.00258], [3.20456, 2.80061, -2.03487], [2.65007, 1.79836, -3.50596], [2.77447, 2.77691, -5.42505], [4.49614, 3.20639, -5.49720], [3.31086, 4.47832, -5.80310], [2.40009, 4.81319, -2.46061], [1.40838, 3.70939, -3.48171], [1.39803, 5.33637, -5.27586], [2.69910, 6.29621, -4.57747], [1.12354, 6.17610, -3.84781], [4.49587, 5.55434, -4.02453], [5.57044, 4.07047, -3.99354], [4.99376, 3.82230, -1.52578], [4.04741, 5.20438, -1.48596], [7.54508, 5.84647, -0.41904], [6.57890, 4.42017, -0.03264], [5.82464, 6.02462, 0.19321], [-1.03736, 5.39097, 3.54893], [0.23685, 5.02029, 4.40302], [1.38131, 4.57765, 3.48449], [0.97970, 3.39931, 2.70516], [1.87127, 5.68704, 2.59026], [2.89470, 5.21622, 1.50852], [2.50557, 4.17955, 4.40837], [3.15951, 5.26724, 5.17532], [4.32660, 5.65953, 4.37977], [5.18701, 6.48821, 5.12143], [-1.20418, 4.71477, 2.70166], [-0.90068, 6.38319, 3.09462], [-1.97817, 5.33583, 4.15676], [0.07305, 4.25729, 5.11285], [0.59103, 5.89969, 4.99895], [0.46466, 3.78632, 1.85056], [0.44050, 2.70176, 3.36269], [1.93048, 2.88177, 2.30344], [2.10583, 6.52379, 3.22159], [0.96626, 5.94662, 1.98328], [3.51609, 6.00386, 1.11080], [2.32481, 4.82894, 0.62632], [3.55335, 4.39601, 1.85181], [3.21699, 3.61106, 3.76668], [2.15424, 3.49019, 5.18409], [3.58783, 4.73802, 6.04441], [2.59437, 6.08291, 5.50561], [4.59373, 7.29270, 5.62092], [5.94149, 6.86424, 4.42420], [5.57844, 5.86840, 5.96239], [-2.61263, 2.23493, 0.11956], [-1.86881, 1.27886, -0.81336], [-0.38614, 1.22223, -0.63875], [0.17398, 2.60748, -0.81099], [-0.04135, 0.72353, 0.78220], [-0.80371, -0.57161, 1.13974], [0.03196, 0.23139, -1.76867], [1.49936, -0.09403, -1.69017], [1.70834, -1.17534, -0.78916], [3.08969, -1.46534, -0.63800], [-2.29411, 2.05448, 1.12495], [-3.68609, 2.13748, 0.10016], [-2.31414, 3.25816, -0.14522], [-1.91823, 1.63599, -1.80640], [-2.29665, 0.28404, -0.81049], [-0.23921, 3.25089, -0.11240], [-0.13090, 2.94974, -1.82691], [1.26013, 2.62332, -0.69624], [-0.43400, 1.60622, 1.36671], [1.02400, 0.63862, 0.87331], [-0.88071, -1.27127, 0.29811], [-1.81546, -0.24172, 1.47810], [-0.44640, -1.01683, 2.04004], [-0.29205, 0.74080, -2.65585], [-0.62456, -0.66366, -1.71760], [1.98422, 0.80294, -1.34104], [1.83491, -0.38171, -2.65996], [3.48085, -0.75014, 0.14735], [3.64849, -1.40245, -1.57379], [3.16187, -2.44359, -0.17665], [2.39026, 0.86710, 6.36234], [1.83183, 0.04731, 5.22155], [0.95806, -1.17855, 5.60125], [1.60350, -2.19837, 6.48719], [-0.24318, -0.63459, 6.39599], [-1.38227, -1.63105, 6.68127], [0.58919, -1.86175, 4.23432], [1.63798, -2.62643, 3.55580], [1.75712, -3.89109, 4.11219], [2.54518, -4.78583, 3.28913], [3.10229, 1.61316, 5.92507], [3.03824, 0.30446, 7.08811], [1.59268, 1.45629, 6.84117], [2.58530, -0.26099, 4.44341], [1.13942, 0.72813, 4.74913], [1.08529, -3.12458, 6.54946], [1.83454, -1.73303, 7.43587], [2.54800, -2.59915, 6.09912], [-0.60099, 0.25218, 5.86265], [0.24958, -0.32089, 7.32942], [-2.10898, -1.10125, 7.28316], [-1.12102, -2.55062, 7.17127], [-1.90604, -1.91220, 5.76229], [0.33768, -0.94605, 3.69252], [-0.28726, -2.51021, 4.40636], [2.58424, -2.01175, 3.55703], [1.21973, -2.73796, 2.53553], [2.72971, -5.70282, 3.82357], [3.48023, -4.38097, 2.85006], [1.85904, -5.03198, 2.41289], [-0.55702, 5.81252, -0.75197], [-1.32021, 5.80027, 0.27087], [-0.97384, 5.51615, -1.88077], [0.67717, 6.03087, -0.40073], [3.04509, -1.53416, -4.75194], [3.29447, -0.35812, -5.10816], [2.47685, -2.30017, -5.55350], [3.29494, -1.95103, -3.56401], [0.33087, -8.58514, 0.90687], [-0.76559, -7.53447, 0.96937], [-0.40699, -6.40143, 0.53658], [-1.86631, -7.70009, 1.48145], [-0.18047, -9.35078, 0.22801], [0.47993, -8.97149, 1.93163], [1.16048, -8.23447, 0.34591], [0.69788, 2.29667, -7.18844], [-0.03720, 2.09255, -5.86150], [0.71124, 2.20003, -4.82887], [-1.28240, 1.95605, -5.88055], [1.61278, 1.78470, -7.15479], [0.80134, 3.31730, -7.45564], [0.05578, 1.79742, -7.94227], [-3.20401, 2.27579, 3.78003], [-1.85342, 1.66566, 4.20982], [-1.67097, 0.52374, 3.70612], [-1.07157, 2.40406, 4.81949], [-3.06598, 2.92880, 2.92845], [-3.69991, 2.78966, 4.63223], [-3.96588, 1.47198, 3.55230], [5.76971, 0.11289, 2.04277], [4.41884, 0.54841, 2.45734], [4.00947, 1.60361, 1.87211], [3.82725, -0.15376, 3.29456], [5.70642, -0.91187, 1.86041], [6.49016, 0.22311, 2.86689], [6.12483, 0.66027, 1.12643], [-3.54176, -1.69586, -2.27999]],
  "forces_ev_per_angstrom": [[1.662, 0.356, 0.552], [-1.816, 0.397, 0.246], [-0.361, 0.613, -1.081], [-0.493, 0.195, 0.437], [-1.165, 0.338, -0.892], [0.741, 0.658, 0.964], [1.917, 0.715, 0.354], [0.509, -0.559, -1.352], [0.333, 1.395, -0.249], [0.504, -0.862, 1.884], [0.188, -0.587, -0.315], [0.661, -0.451, -0.592], [-0.878, 0.303, 0.427], [-0.858, 0.016, -0.650], [0.320, -0.480, 0.623], [-0.171, 0.038, 0.604], [1.168, -0.482, 0.308], [-0.830, -0.652, -0.592], [0.624, -0.827, -1.159], [-1.065, 0.051, 0.020], [0.455, 0.457, -0.316], [0.000, -0.588, 0.395], [0.340, -0.182, 0.211], [-0.667, 0.358, 0.812], [0.009, -0.020, 0.036], [-1.120, -0.556, 1.087], [1.269, -0.250, 0.504], [-1.313, 0.460, -1.348], [-0.008, -0.242, -0.334], [0.191, 0.278, -0.254], [1.420, -1.022, 0.021], [-1.686, -0.778, 0.589], [-0.285, 0.308, -0.375], [-0.862, -0.536, -0.590], [-0.089, 1.094, -0.612], [0.587, 0.649, 1.064], [0.946, -0.905, 1.551], [0.163, -0.084, -2.412], [0.505, 0.799, 0.585], [-1.080, 0.306, 1.126], [-0.187, -0.157, 0.286], [0.123, 0.961, -0.358], [-0.280, 0.652, 0.573], [0.303, 0.376, -0.830], [-0.784, 0.137, 0.239], [0.268, -0.519, 0.178], [0.401, -0.118, -0.301], [0.313, -0.156, -0.141], [-0.722, 0.647, 0.725], [-0.039, 0.081, -0.654], [1.268, -0.285, -1.538], [0.078, 0.011, 0.443], [-0.345, -0.279, 0.302], [-0.032, -0.520, -0.104], [-0.766, -0.264, 0.167], [-0.352, 0.035, 0.299], [0.353, 0.005, 0.298], [0.246, 0.596, -0.060], [0.769, -0.539, 0.015], [-0.270, -0.308, -0.412], [0.546, 0.396, -1.420], [0.004, -0.069, -0.716], [0.454, 0.603, 1.184], [-0.610, 1.246, -0.695], [0.945, 0.320, -0.357], [-0.222, 1.668, -0.175], [-1.782, -0.737, -1.031], [0.241, -1.471, 1.888], [-0.308, 0.677, -1.436], [-1.573, -2.329, -0.452], [0.161, -0.427, 0.425], [0.507, 0.630, -0.039], [-0.554, -1.132, 0.580], [-0.042, -0.514, 0.021], [-0.117, 0.220, 0.070], [1.045, -0.460, -0.258], [0.490, 0.002, 0.738], [-0.196, -0.596, -0.158], [-0.707, -0.636, 0.433], [0.197, -0.688, -0.380], [-0.905, -0.202, -0.273], [1.006, -0.810, 0.287], [-0.194, 0.112, 0.401], [0.451, 0.814, -0.004], [-0.152, 0.336, 0.384], [-0.709, 0.280, -0.104], [0.045, 0.843, 0.199], [1.585, 1.396, 0.736], [-0.622, 0.052, 0.029], [0.714, 0.271, -0.304], [-1.679, 0.716, -0.103], [0.532, 0.184, 0.103], [-0.008, -0.145, 1.783], [2.244, 1.021, -3.802], [-1.239, 0.610, -0.124], [0.505, 0.950, -0.234], [0.073, -1.801, 1.847], [-0.120, -0.488, -1.876], [0.390, 0.216, 0.185], [0.539, -0.664, 0.470], [0.500, 0.159, -0.226], [0.164, -0.352, -1.118], [0.365, 0.156, 1.314], [-0.064, -0.759, -0.357], [0.429, 0.848, 0.422], [-1.135, -0.863, -0.461], [-0.520, -0.306, -0.071], [0.049, -1.430, 1.061], [-0.278, 0.058, 0.701], [0.694, 0.146, 0.047], [0.010, -0.564, -0.422], [-0.364, -0.424, 0.219], [-0.364, 0.275, 0.659], [0.279, 0.559, -0.246], [-0.603, 0.936, 0.555], [0.343, -0.924, 0.159], [-0.361, 0.868, 0.100], [-0.510, 0.223, 0.064], [-0.265, 0.612, -0.528], [0.260, 0.106, -0.001], [0.220, -0.105, 0.700], [-0.678, 2.086, -1.562], [0.770, 0.354, 1.947], [2.010, -1.429, -0.593], [-1.466, -0.433, -2.177], [-0.534, -1.197, 0.196], [-0.345, -1.273, -0.499], [3.791, -1.586, -1.106], [-1.450, 0.292, 0.295], [-0.690, -0.296, 0.989], [0.193, 0.041, 0.359], [-0.294, -0.258, 0.304], [1.045, 0.227, -0.319], [-0.350, -1.176, 0.311], [-0.234, -0.498, -0.831], [-0.779, -0.131, -0.341], [-0.112, 0.377, -0.407], [-1.296, 0.669, 0.690], [0.555, 0.240, 0.140], [0.632, 0.148, 0.559], [0.040, 0.509, 0.283], [0.351, 0.328, 0.815], [-0.174, 0.496, -0.060], [-0.142, 0.536, 0.700], [-0.639, -0.166, -0.650], [-0.225, 0.419, 0.183], [-0.968, 1.342, 0.297], [0.600, -0.059, -0.539], [-0.034, -0.002, 0.502], [0.434, 0.533, -0.501], [1.290, 0.381, -0.585], [-0.853, 0.485, 0.576], [0.099, -1.374, 0.713], [0.590, -1.349, -2.433], [-1.535, 0.741, -0.211], [-1.363, 1.516, -0.458], [-0.299, 0.101, 1.200], [-0.996, -0.495, 0.525], [-0.461, 0.063, -0.491], [0.381, 1.127, 1.580], [-0.031, -0.075, 0.773], [-0.284, -0.217, -0.346], [-0.434, -0.005, 0.237], [-0.599, 0.330, -1.247], [0.191, -0.229, 0.107], [-0.898, 1.090, 1.411], [0.415, -0.146, 0.648], [-0.179, -0.229, -0.079], [0.757, -1.318, -0.026], [0.576, 0.039, -0.068], [0.213, 0.083, 0.336], [0.476, -0.435, -0.559], [0.727, -0.348, 0.191], [0.445, 0.345, -0.782], [0.465, 0.545, 0.320], [0.787, 0.306, 0.078], [0.553, -0.018, -0.860], [0.019, -0.476, -0.889], [-0.155, -0.083, 0.139], [0.019, -0.355, -0.197], [1.248, 0.121, 0.456], [0.237, -0.707, -0.177], [-0.094, -0.885, -0.104], [1.891, 0.528, -0.472], [0.308, -0.508, -0.062], [0.122, 0.673, -1.012], [-1.514, 1.829, 1.881], [0.959, 0.872, -0.801], [1.596, -1.229, 0.413], [-1.583, 0.478, -1.575], [-0.590, -0.661, 0.084], [-0.858, 0.412, -0.445], [0.371, -0.348, 0.220], [-0.596, 0.347, 1.072], [-0.504, -0.110, -0.546], [-1.339, -0.247, 0.276], [-0.263, -0.112, 0.306], [0.035, 0.834, -0.406], [-0.015, -0.292, 0.033], [-0.452, -0.008, -0.231], [-0.147, 0.095, 0.265], [0.434, -0.271, 0.386], [0.201, 0.242, 0.164], [-0.355, -0.527, -0.299], [0.303, 0.456, 0.109], [-0.541, -0.905, -0.455], [0.557, 0.224, -0.108], [0.087, -0.113, 0.383], [-0.466, 0.172, 0.674], [1.059, 0.019, 0.634], [0.668, -0.485, 3.501], [-0.454, -0.143, -1.562], [0.995, 0.550, 0.565], [-1.092, -0.322, -2.528], [-0.599, -0.216, -0.097], [0.188, -0.598, 0.791], [0.416, 0.027, 0.352], [0.046, 0.780, -1.256], [-2.800, -1.742, -0.597], [1.318, 2.017, 0.086], [0.416, 0.925, -0.784], [-1.425, -1.342, 0.771], [0.927, 0.242, 1.187], [0.324, -0.090, -0.764], [0.976, 0.381, 0.138], [-2.391, -1.622, -0.358], [1.172, 1.278, 1.068], [-1.099, -0.441, -0.523], [0.236, -0.173, -0.036], [1.443, -0.495, -0.001], [0.153, 1.059, -0.056], [0.484, 0.411, 0.049], [-1.677, -0.990, 1.500], [-1.658, -0.055, -2.054], [0.884, -0.269, 0.775], [0.856, -0.182, 0.934], [-0.093, 0.257, -0.032], [0.605, 0.313, -0.569], [1.060, 0.677, -0.256], [1.685, 1.284, -0.553], [-0.301, 2.068, -1.309], [-0.618, -0.522, 0.832], [-0.362, -0.399, 0.319], [0.150, -1.867, -0.513], [-0.156, 0.147, -0.224], [-0.289, -0.540, 1.017], [0.097, -0.088, 0.142]],
  "lowdin_charge": [-0.071, -0.163, -0.250, 0.014, -0.109, -0.041, -0.143, -0.224, -0.186, -0.079, 0.080, 0.083, 0.024, 0.108, 0.113, 0.090, 0.113, 0.118, 0.145, 0.082, 0.057, 0.069, 0.071, 0.108, 0.059, 0.153, 0.085, 0.110, 0.088, 0.084, -0.089, -0.173, -0.217, 0.019, -0.155, -0.073, -0.071, -0.155, -0.203, -0.128, 0.092, 0.104, 0.040, 0.121, 0.138, 0.072, 0.037, 0.092, 0.142, 0.102, 0.017, 0.082, 0.071, 0.130, 0.027, 0.118, 0.105, 0.090, 0.099, 0.090, -0.050, -0.132, -0.204, 0.022, -0.157, -0.052, -0.053, -0.162, -0.209, -0.116, 0.087, 0.080, 0.063, 0.076, 0.109, 0.123, 0.092, 0.079, 0.103, 0.127, 0.076, 0.044, 0.042, 0.093, 0.111, 0.102, 0.128, 0.045, 0.101, 0.105, -0.021, -0.103, -0.290, -0.047, -0.184, -0.055, -0.021, -0.204, -0.163, -0.092, 0.070, 0.040, 0.063, 0.107, 0.112, 0.065, 0.123, 0.137, 0.097, 0.110, 0.074, 0.089, 0.074, 0.114, 0.142, 0.103, 0.112, 0.094, 0.105, 0.080, -0.043, -0.122, -0.261, -0.014, -0.121, -0.049, -0.109, -0.172, -0.206, -0.110, 0.051, 0.075, 0.096, 0.079, 0.128, 0.074, 0.091, 0.115, 0.122, 0.110, 0.067, 0.059, 0.071, 0.141, 0.119, 0.136, 0.101, 0.094, 0.095, 0.094, -0.024, -0.202, -0.222, 0.025, -0.095, -0.048, -0.039, -0.179, -0.198, -0.074, 0.038, 0.094, 0.068, 0.091, 0.026, 0.043, 0.123, 0.102, 0.109, 0.118, 0.067, 0.078, 0.026, 0.119, 0.089, 0.102, 0.102, 0.096, 0.064, 0.080, -0.070, -0.160, -0.197, 0.004, -0.136, -0.032, -0.078, -0.229, -0.224, -0.050, 0.084, 0.093, 0.078, 0.077, 0.101, 0.075, 0.098, 0.115, 0.094, 0.120, 0.085, 0.068, 0.046, 0.104, 0.114, 0.136, 0.139, 0.086, 0.104, 0.094, -0.564, -0.089, -0.029, -0.112, -0.564, -0.047, -0.043, -0.101, -0.010, -0.785, -0.107, -0.042, 0.100, 0.083, 0.036, -0.013, -0.662, -0.092, -0.069, 0.049, 0.058, 0.081, -0.027, -0.739, -0.072, -0.059, 0.045, 0.074, 0.079, -0.044, -0.763, -0.091, -0.079, 0.044, 0.082, 0.089, -0.163]
}